(1)
The following is a quantum chemistry calculation of a cluster of 2 separate species, C4H4Cl2 in total at a distorted geometry, from OMol25.

```
10
Properties=species:S:1:pos:R:3:forces:R:3:mulliken_charge:R:1
C -1.9940 0.7168 -0.4970 2.8 -2.6 -3.2 -0.125
C -1.2910 0.0712 -1.2719 -2.3 1.4 1.9 -0.096
C 0.8585 -0.9065 0.6629 -0.4 0.0 -1.4 -0.771
C 1.4626 0.2451 0.6193 -0.5 2.1 1.8 -0.066
Cl -0.5676 -0.9753 -2.3168 0.0 0.3 -0.1 -0.141
Cl 0.8451 1.6453 1.5775 0.6 -0.9 -0.3 -0.197
H -2.6643 1.1499 0.1503 -0.8 0.9 1.0 0.391
H 1.0623 -1.4524 -0.2591 0.2 -1.0 0.9 0.320
H -0.0366 -1.0464 1.2508 0.1 -0.3 0.0 0.334
H 2.3250 0.5522 0.0841 0.4 0.0 -0.7 0.351
```
Positions in Å, forces in eV/Å.

Spin multiplicity ... 1
HOMO-LUMO gap ... 10.4556 eV
E_HOMO ... -0.360 hartree
Energy above the lowest of the compared OMol25 structures with the same formula, charge and spin ... 255.3 kJ/mol
Net charge ... 0
LUMO level ... 0.67 eV
SMILES string ... C#CCl.C=CCl

(2)
The following is a quantum chemistry calculation of a structure of composition C32H26IN2O2PPt, from OMol25.

```
65
Properties=species:S:1:pos:R:3:forces:R:3:mulliken_charge:R:1
Pt 0.0450 -0.0453 -0.2135 -0.5 0.2 -0.5 0.921
C 4.5092 2.1487 -1.5588 0.0 0.0 0.0 -1.166
C 4.4766 1.2430 -0.3639 0.0 0.0 0.0 0.853
N 5.4348 1.3627 0.5283 0.0 0.0 0.0 -0.673
C 5.3891 0.5870 1.6155 0.0 0.0 0.0 -0.932
C 4.3590 -0.2773 1.8929 0.1 0.0 0.0 0.581
C 4.4013 -0.9969 3.2155 0.0 0.0 0.0 -1.088
O 4.4805 -2.4102 3.0028 0.0 0.0 0.0 -0.520
C 3.2815 -0.3997 0.9721 -0.1 0.0 -0.1 0.070
C 2.1716 -1.2053 1.5199 0.1 0.0 0.3 -0.536
N 0.9092 -1.0065 1.4251 0.2 0.0 -0.2 0.083
C 0.0183 -1.7779 2.2407 -0.1 0.0 0.0 0.904
C 0.3706 -2.9979 2.8176 0.1 -0.1 -0.1 -0.053
C -0.5232 -3.7201 3.5881 -0.1 0.0 0.0 -1.047
C -1.8045 -3.2406 3.8095 0.1 0.0 0.0 -0.604
C -2.1774 -2.0311 3.2467 0.0 0.0 0.0 -0.504
C -1.2802 -1.3148 2.4691 -0.2 0.2 0.0 -0.180
I -2.0012 0.5019 1.6708 0.3 -0.2 0.1 -0.037
C 3.4047 0.3157 -0.2285 -0.1 0.1 0.1 0.841
O 2.6347 0.2737 -1.3240 0.1 -0.4 0.0 -0.745
H 5.4232 2.7359 -1.5279 0.0 0.0 0.0 0.382
H 3.6468 2.8188 -1.5446 0.0 0.0 0.0 0.291
H 4.4517 1.5927 -2.4938 0.0 0.0 0.0 0.291
H 6.2158 0.6870 2.3100 0.0 0.0 0.0 0.325
H 3.5187 -0.7526 3.8183 0.0 0.0 0.0 0.306
H 5.2803 -0.6492 3.7618 0.0 0.0 0.0 0.451
H 4.6834 -2.8329 3.8430 0.0 0.0 0.0 0.309
H 2.5313 -1.9649 2.2009 -0.1 0.0 0.1 0.530
H 1.3431 -3.4342 2.6376 0.1 0.1 -0.1 0.429
H -0.2139 -4.6703 4.0029 0.0 0.0 0.0 0.395
H -2.5133 -3.8032 4.4018 0.0 0.0 0.0 0.406
H -3.1749 -1.6439 3.4011 0.0 0.0 0.0 0.363
C 0.6244 -5.0953 -0.0501 0.0 0.0 0.0 -0.493
C -0.4247 -4.3343 -0.5559 0.0 0.0 0.0 -0.720
C -0.1788 -3.0947 -1.1236 0.0 0.0 0.0 -0.334
C 1.1291 -2.6265 -1.2456 0.0 0.0 0.0 0.491
C 2.1788 -3.4075 -0.7723 0.0 0.0 0.0 -0.206
C 1.9249 -4.6265 -0.1519 0.0 0.0 0.0 -0.941
P 1.4858 -0.9077 -1.8474 0.0 0.1 0.0 1.060
C 2.7631 -1.5706 -3.0720 0.0 0.0 0.0 0.734
C 4.1266 -1.3017 -3.1041 0.0 0.0 0.0 -0.479
C 4.9584 -1.9080 -4.0413 0.0 0.0 0.0 -0.790
C 4.4361 -2.7875 -4.9735 0.0 0.0 0.0 -0.572
C 3.0758 -3.0712 -4.9556 0.0 0.0 0.0 -0.818
C 2.2590 -2.4790 -4.0078 0.0 0.0 0.0 -0.587
C 0.2949 -0.1470 -2.9574 -0.1 0.1 0.1 0.408
C 0.2206 0.0161 -4.3349 0.0 0.0 -0.1 -0.517
C -0.8219 0.7787 -4.8404 0.0 0.0 0.0 -0.782
C -1.7424 1.3657 -3.9738 0.0 0.0 0.0 -0.567
C -1.6384 1.2195 -2.5961 0.0 0.0 -0.1 -0.627
C -0.6051 0.4554 -2.0544 0.2 -0.1 0.2 -0.753
H 0.4256 -6.0515 0.4173 0.0 0.0 0.0 0.430
H -1.4411 -4.7026 -0.4925 0.0 0.0 0.0 0.463
H -1.0020 -2.4804 -1.4688 0.0 0.0 0.0 0.442
H 3.2034 -3.0730 -0.8962 0.0 0.0 0.0 0.479
H 2.7499 -5.2139 0.2320 0.0 0.0 0.0 0.452
H 4.5685 -0.6225 -2.3907 0.0 0.0 0.0 0.226
H 6.0184 -1.6867 -4.0366 0.0 0.0 0.0 0.437
H 5.0815 -3.2553 -5.7059 0.0 0.0 0.0 0.378
H 2.6550 -3.7626 -5.6749 0.0 0.0 0.0 0.420
H 1.2042 -2.7338 -3.9869 0.0 0.0 0.0 0.483
H 0.9543 -0.4263 -4.9966 0.0 0.0 0.0 0.485
H -0.9171 0.9260 -5.9086 0.0 0.0 0.0 0.405
H -2.5513 1.9571 -4.3875 0.0 0.0 0.0 0.367
H -2.3629 1.7070 -1.9532 0.0 0.0 0.0 0.380
```
Positions in Å, forces in eV/Å.

Spin multiplicity ... 1
HOMO-LUMO gap ... 6.5081 eV
E_HOMO ... -0.261 hartree
Energy above the lowest of the compared OMol25 structures with the same formula, charge and spin ... 155.9 kJ/mol
Net charge ... 0
LUMO level ... -0.60 eV

(3)
The following is a quantum chemistry calculation of the molecule C3H7FS at a distorted geometry, from OMol25.

```
12
Properties=species:S:1:pos:R:3:forces:R:3:mulliken_charge:R:1
C 1.0295 0.6149 0.2045 0.4 2.5 1.8 -0.623
C 0.3310 -0.0808 -0.9311 -0.1 -1.2 -2.2 -0.243
C -0.6038 -1.1356 -0.1697 -2.3 0.1 -0.9 -0.157
H -0.9699 1.1861 1.9497 -0.3 -1.4 0.9 0.121
H 1.9437 1.3622 -0.0707 -2.3 -2.1 0.8 0.308
H 1.1726 0.0394 1.1330 1.0 -0.3 -0.9 0.296
H 1.1582 -0.3969 -1.8867 -2.8 0.7 3.0 0.264
H -0.4533 0.6901 -1.2307 1.3 -1.1 -0.7 0.295
H -1.1631 -0.4058 0.4330 1.0 -0.8 1.0 0.054
H -0.2252 -2.0855 0.3142 -0.1 1.5 -0.6 0.292
F -1.9290 -1.5968 -0.7904 2.6 0.4 -0.3 -0.374
S -0.2907 1.8087 1.0450 1.6 1.8 -1.9 -0.232
```
Positions in Å, forces in eV/Å.

Spin multiplicity ... 1
HOMO-LUMO gap ... 10.2297 eV
E_HOMO ... -0.347 hartree
Energy above the lowest of the compared OMol25 structures with the same formula, charge and spin ... 248.3 kJ/mol
Net charge ... 0
LUMO level ... 0.78 eV
SMILES string ... FCCCS